Record 1
DFT (wB97M-V/def2-TZVPD) results for a structure of composition C23H42BeCl2N2O6P in a non-equilibrium geometry.

Results
- Maximum force: 0.0493 Eh/bohr
- LUMO energy (alpha / beta): 0.0728 / 0.0724 Ha
- Gap between HOMO and LUMO (alpha / beta): 0.05827 / 0.05782 Eh
- Charge: -1
- HOMO level (alpha / beta): 0.39 / 0.40 eV

XYZ file:
```
77
Properties=species:S:1:pos:R:3:forces:R:3
O 0.18689 -3.65800 1.49084 0.1 -1.5 0.5
C -0.07908 -4.85090 1.42187 -0.2 0.1 0.5
C 0.44357 -5.91988 2.34281 0.6 0.6 0.2
C 1.25790 -5.47127 3.39352 0.2 -0.3 0.1
H 1.27455 -4.40278 3.61934 0.1 -0.3 -0.2
C 2.04793 -6.37020 4.10500 -0.4 0.2 -0.1
H 2.71092 -5.97635 4.87007 0.0 -0.2 0.0
C 1.98625 -7.73748 3.82186 -0.2 0.1 -0.2
H 2.63862 -8.42859 4.35537 -0.2 0.1 -0.1
C 1.08591 -8.21043 2.85334 -0.2 0.4 0.0
H 1.01009 -9.28277 2.66317 0.0 0.3 0.0
C 0.30146 -7.30647 2.11973 0.1 0.4 0.1
H -0.43354 -7.64012 1.37690 0.5 0.0 0.2
H -0.75626 -5.24159 0.65534 -0.1 0.2 -0.4
C 1.91021 -2.53544 -2.40381 0.6 -0.3 -0.6
C 0.78349 -1.57830 -2.41707 -1.4 0.9 1.9
H 2.37564 -2.64040 -3.39032 0.1 -0.2 0.1
H 1.57820 -3.52698 -2.08540 0.0 0.0 0.1
H 2.71406 -2.22740 -1.72198 -0.2 0.0 0.1
C 0.53296 -0.68430 -3.36720 0.4 0.2 -0.7
C 1.37048 -0.48977 -4.59641 0.1 0.0 -0.3
H -0.30829 0.01752 -3.31236 0.2 -0.3 0.3
H 2.06147 -1.32827 -4.74341 -0.1 0.3 -0.1
H 1.96304 0.43052 -4.52762 0.0 0.0 0.0
H 0.74526 -0.38828 -5.48856 0.1 0.0 -0.1
Be -0.48751 -1.57073 -1.14001 1.0 -0.1 -2.0
Cl 0.61844 -0.29853 0.52301 0.7 0.2 0.3
Cl -1.25940 -3.29877 -1.02822 -0.9 -0.5 0.2
C 1.73944 2.56379 -1.98123 -1.5 -0.4 0.7
O 0.60708 2.27826 -1.55526 1.7 0.5 -0.8
N 2.11194 3.78436 -2.43140 0.2 -0.1 -0.2
C 1.13299 4.81971 -2.70998 0.1 0.1 0.1
C 3.50518 4.10789 -2.70037 -0.3 -0.1 -0.1
H 2.55047 1.80373 -2.04311 -0.3 0.3 0.2
H 0.14872 4.48450 -2.38230 0.1 0.1 0.0
H 1.11051 5.04121 -3.78595 0.0 -0.1 0.1
H 1.41514 5.74100 -2.18526 -0.2 -0.1 0.0
H 4.13135 3.26445 -2.39785 0.0 0.2 -0.1
H 3.80084 5.00203 -2.13137 -0.1 -0.3 -0.1
H 3.66471 4.31347 -3.76966 0.0 -0.1 0.2
H -4.28379 1.42883 -2.98294 0.3 -0.1 -0.1
H -5.67853 0.62772 -1.21681 0.1 -0.2 0.1
C -3.57073 0.59842 -2.91056 0.1 0.5 -0.2
C -5.07115 -0.28180 -1.15483 -0.2 -0.1 0.2
N -3.71326 0.02016 -1.57839 0.1 -0.6 -0.1
H -2.55103 0.96834 -3.06128 -0.3 -0.1 0.1
C -2.69411 -0.54539 -0.95822 0.6 0.4 -0.6
O -1.49233 -0.32594 -1.29188 -1.5 -0.4 0.1
H -5.04479 -0.62886 -0.12097 -0.1 0.1 -0.1
H -2.92030 -1.25686 -0.16417 -0.1 0.2 0.2
H -3.79819 -0.14353 -3.69724 0.0 0.1 0.4
H -5.52942 -1.06603 -1.77398 0.2 0.2 0.0
C 1.60904 0.47773 3.80218 0.5 0.1 0.1
C 0.15364 0.60387 4.14370 -0.6 -0.2 -0.5
O -0.71741 0.66527 2.84980 0.5 -0.1 1.2
P -0.33030 1.19804 1.45982 -0.6 0.9 -0.1
O 0.72280 2.35223 1.51467 -0.5 0.0 0.4
C 0.36072 3.50410 2.43261 0.0 -0.3 -0.2
C 1.06975 4.72851 1.92790 0.1 0.2 0.0
O -1.62906 1.68463 0.78381 0.2 0.2 -0.2
C -1.87952 2.99030 -0.06083 0.7 -0.1 -0.1
C -3.16207 3.60067 0.38699 -0.2 -0.1 0.1
H 1.80066 -0.35526 3.11408 -0.1 0.2 0.2
H 2.17795 0.29654 4.72710 -0.2 0.1 -0.3
H 1.98264 1.41419 3.36197 0.0 -0.4 0.1
H -0.23249 -0.26499 4.70533 0.0 0.5 -0.6
H -0.07233 1.53684 4.66396 -0.1 -0.1 0.0
H 0.68607 3.20318 3.44192 -0.2 0.2 -0.4
H -0.73834 3.64351 2.40712 0.5 -0.1 0.1
H 0.73526 5.01126 0.92169 0.0 -0.1 0.2
H 0.81609 5.55033 2.60752 0.1 -0.1 -0.1
H 2.15908 4.60219 1.92030 -0.2 0.0 0.0
H -1.00628 3.63318 0.09242 -0.2 -0.3 0.0
H -1.87525 2.64351 -1.08997 0.0 -0.1 0.1
H -3.12835 3.85278 1.44871 -0.1 0.0 0.1
H -3.35126 4.52562 -0.16643 0.1 -0.3 0.1
H -3.99506 2.91831 0.19882 -0.1 0.0 0.0
```
Forces are in eV/Å.

Here are the Löwdin charges for atoms 1 to 4, given in e:
1 O -0.05
2 C -0.27
3 C -0.19
4 C -0.04

Record 2
DFT (wB97M-V/def2-TZVPD) results for a structure of composition C22H34N2O3 in a non-equilibrium geometry.

Results
- Maximum force: 0.3612 Eh/bohr
- LUMO energy: 0.0251 Ha
- Gap between HOMO and LUMO: 0.33202 Eh
- ΔE to the lowest compared entry with this formula, charge and spin: 556.78 kcal per mole
- HOMO level: -8.35 eV

XYZ file:
```
61
Properties=species:S:1:pos:R:3:forces:R:3
C 0.40626 4.21243 -2.85561 -4.2 -4.8 -2.2
C 0.75943 2.64769 -2.52026 7.1 9.3 3.2
O 2.18396 2.29830 -2.55163 -0.2 0.2 -2.1
C 3.04920 3.12044 -1.78309 -7.4 4.5 -5.4
C 2.76700 2.89445 -0.51375 -3.2 3.6 12.1
C 2.51541 1.76068 0.12465 -0.6 -3.1 -1.7
C 2.07998 1.60753 1.45720 1.2 -12.9 -7.1
C 2.15200 2.43775 2.32108 -1.6 10.2 8.0
C 2.34776 3.77533 1.89205 -1.2 2.4 1.1
C 2.54300 4.01145 0.54498 1.9 0.2 0.8
O 2.85718 5.29737 0.24728 0.3 -3.8 -5.4
C 2.78355 6.40768 0.94501 -8.3 3.2 -3.7
H 2.80643 7.23611 0.06946 0.5 -1.3 2.8
H 1.59223 6.44955 1.40954 3.1 0.4 -0.8
H 3.42610 6.32461 1.65897 4.1 0.9 4.8
H 2.04915 4.73387 2.63614 1.3 -2.9 -2.2
H 1.64702 2.36310 3.26782 0.6 -0.6 0.7
C 1.92405 0.08323 1.94073 3.0 -3.6 0.0
N 1.29673 -0.90632 1.01210 -1.6 18.4 -2.4
C -0.14551 -0.23186 0.87236 2.5 -0.6 -5.0
C -0.63501 -0.96302 -0.49581 -6.9 4.8 5.4
C -0.70782 -2.31894 -0.17033 1.4 -6.5 -4.7
C 0.74273 -2.90762 0.08439 -1.3 1.9 -1.3
C 1.23006 -2.05712 1.29559 3.6 -18.1 1.4
H 2.57522 -2.66496 1.38398 -3.2 1.9 0.4
H 0.68144 -2.54642 2.09258 -0.1 0.5 1.5
H 0.70702 -3.95955 -0.04229 -0.2 -1.4 1.6
H 1.41992 -2.75971 -0.77509 -0.4 1.0 0.1
C -1.28362 -3.04515 -1.55828 5.5 -4.3 2.4
H -1.23108 -4.23871 -1.43091 0.5 1.9 0.5
C -2.62089 -2.88449 -1.82121 -2.6 6.9 -6.2
C -3.49737 -3.01437 -0.76739 -6.5 5.0 6.2
O -4.14579 -2.06789 -0.07822 3.2 -2.6 -3.2
N -3.77472 -4.22660 -0.41564 -3.4 -0.6 3.5
C -4.53174 -4.59051 0.79229 -0.7 0.5 3.6
C -5.22991 -6.00351 1.06039 0.0 0.5 -6.9
C -3.93744 -5.86237 1.66629 -10.9 8.4 6.5
H -4.37183 -5.51489 2.93703 2.6 -1.4 -3.7
H -3.12235 -6.24690 1.50794 8.3 -4.3 -1.6
H -6.18043 -5.86827 1.47717 -0.9 -0.3 1.2
H -5.34685 -6.54672 0.00487 0.4 0.7 2.4
H -5.04745 -3.53919 1.46122 2.2 -3.7 -2.6
H -3.26858 -4.89638 -0.82020 2.2 -3.5 -1.8
H -2.80202 -1.69894 -2.34572 0.3 -3.0 1.8
H -2.91795 -3.43207 -2.68551 -0.4 -0.9 -0.5
H -0.71943 -3.02771 -2.48686 0.6 1.0 0.1
H -1.44665 -2.77596 0.45808 -0.1 0.8 1.4
H -1.91226 -0.65052 -0.65268 3.8 -0.3 0.1
H -0.06968 -0.75135 -1.29789 2.0 1.0 -2.7
H -0.01924 0.89492 0.73727 -0.3 -1.8 0.5
H -0.66761 -0.60564 1.69467 -1.3 0.0 1.4
H 1.49272 -0.06876 2.94333 -0.4 0.8 -0.1
H 2.94166 -0.69792 2.11905 -1.6 3.1 -0.3
H 2.51774 0.85883 -0.53149 0.0 0.4 0.8
H 2.89290 4.22802 -1.97445 0.7 -1.2 -0.4
H 3.93406 2.83222 -1.77673 8.5 -2.4 -2.2
H 0.53462 2.55824 -1.58196 -2.3 -1.3 5.2
H 0.37447 2.16765 -3.17595 -4.9 -6.6 -7.5
H 0.91670 4.41508 -3.77339 -0.6 0.2 -1.4
H -0.88414 4.35519 -2.81212 4.2 -0.3 -0.4
H 0.88432 4.82914 -2.26280 1.7 3.1 3.8
```
Forces are in eV/Å.

Here are the natural (NBO) charges for atoms 1 to 4, given in e:
1 C -0.62
2 C -0.01
3 O -0.53
4 C -0.12

Record 3
DFT (wB97M-V/def2-TZVPD) results for a cluster of 2 separate species, C5H10O2 in total.

Results
- Maximum force: 0.0168 Eh/bohr
- LUMO energy: 0.0388 Ha
- Gap between HOMO and LUMO: 0.35768 Eh
- ΔE to the lowest compared entry with this formula, charge and spin: 89.93 kcal per mole
- SMILES: CO/C=C\CC=O.[H][H]
- HOMO level: -8.68 eV

XYZ file:
```
17
Properties=species:S:1:pos:R:3:forces:R:3
C -0.93017 1.42557 1.73309 -0.2 0.2 0.1
O 0.06668 0.57966 1.19462 0.1 -0.1 -0.1
C 0.51836 0.85386 -0.04654 0.6 0.1 0.1
C 1.23606 -0.04229 -0.73064 0.2 0.4 0.2
C 1.27096 -1.49678 -0.33727 0.0 0.0 0.0
C 0.08056 -1.83525 -1.18867 -0.3 -0.4 0.1
O -1.06105 -1.89109 -0.78052 0.5 -0.7 -0.1
H -0.70440 2.48424 1.54895 0.0 -0.2 0.0
H -0.94194 1.24087 2.80875 0.0 0.1 -0.2
H -1.91423 1.18735 1.31458 0.2 0.0 0.0
H 0.32904 1.85691 -0.43069 0.1 -0.1 0.1
H 1.62434 0.22984 -1.70555 0.0 0.1 0.2
H 2.19043 -2.00057 -0.64920 -0.2 0.1 0.0
H 1.06753 -1.65884 0.72364 0.0 0.1 -0.2
H 0.29659 -1.86183 -2.27701 -0.1 -0.1 0.1
H -1.44845 0.56917 -0.75822 -0.5 0.0 -0.2
H -1.63362 -0.15592 -0.75258 -0.4 0.5 0.0
```
Forces are in eV/Å.

Here are the natural (NBO) charges for atoms 1 to 4, given in e:
1 C -0.25
2 O -0.52
3 C 0.18
4 C -0.31

Record 4
DFT (wB97M-V/def2-TZVPD) results for a cluster of 2 separate species, C4H12OS2 in total in a non-equilibrium geometry.

Results
- Maximum force: 0.0262 Eh/bohr
- LUMO energy: 0.0274 Ha
- Gap between HOMO and LUMO: 0.33842 Eh
- ΔE to the lowest compared entry with this formula, charge and spin: 11.53 kcal per mole
- SMILES: CCSSCC.O
- HOMO level: -8.46 eV

XYZ file:
```
19
Properties=species:S:1:pos:R:3:forces:R:3
C 1.02540 -0.61598 -1.90661 -0.9 0.4 0.0
C 1.42259 -0.69672 -0.44329 -0.3 0.8 0.1
S 0.68718 0.62415 0.68743 0.9 -0.2 -0.7
S -1.27124 0.44172 0.29478 -0.9 0.5 0.4
C -1.59840 1.82720 -0.87205 -1.0 -0.9 -0.3
C -3.09857 1.85059 -1.29971 1.0 0.5 0.7
H 1.53070 -1.27933 -2.60613 0.3 -0.4 0.4
H -0.04049 -0.85433 -1.95012 0.0 0.1 -0.3
H 1.17287 0.38386 -2.32113 0.0 0.1 0.2
H 1.00175 -1.55830 0.06326 0.7 -0.6 -0.3
H 2.50224 -0.57395 -0.37182 0.0 -0.3 0.6
H -1.00846 1.49908 -1.71570 0.3 0.7 -0.3
H -1.36436 2.80943 -0.47845 0.6 -0.2 0.1
H -3.58812 0.92164 -1.01906 -0.2 -0.1 -0.5
H -3.60513 2.67136 -0.79109 -0.1 -0.1 0.1
H -3.11335 2.09697 -2.35754 -0.4 -0.4 -0.1
O 2.79953 -3.46788 2.21016 -0.3 0.6 -0.3
H 3.75037 -3.50654 2.24452 0.5 -0.1 0.0
H 2.49265 -4.31614 2.50694 -0.2 -0.6 0.2
```
Forces are in eV/Å.

Here are the natural (NBO) charges for atoms 1 to 4, given in e:
1 C -0.64
2 C -0.49
3 S 0.06
4 S 0.06